The following is a quantum chemistry calculation of a cluster of 6 separate species, C40H88N4O8 in total in a non-equilibrium geometry, from the Open Molecules 2025 dataset.

Values from the calculation:
E_HOMO: -0.29797 hartree
ΔE to the lowest compared entry with this formula, charge and spin: 299.1 kJ/mol
Total energy: -2397.484647 Ha
LUMO energy: 0.295 eV
Frontier orbital gap: 0.3088 Eh
Spin multiplicity: 1
Net charge: 0

Last column: Löwdin charge in e.
Cartesian coordinates (Å):
1 C 6.09 -6.86 20.59  -0.17
2 C 4.59 -6.48 20.38  -0.18
3 O 3.89 -6.59 21.68  -0.11
4 O 6.10 -8.33 20.70  -0.09
5 H 6.49 -6.39 21.49  0.09
6 H 6.63 -6.51 19.71  0.11
7 H 4.08 -7.14 19.68  0.11
8 H 4.52 -5.46 20.02  0.10
9 H 3.00 -6.96 21.59  0.02
10 H 5.48 -8.48 21.42  0.02
11 C 5.66 -9.46 24.29  -0.29
12 C 6.71 -8.44 24.21  -0.25
13 O 6.13 -7.15 24.22  -0.06
14 O 4.76 -9.35 23.25  -0.05
15 H 5.15 -9.53 25.25  0.12
16 H 6.17 -10.42 24.23  0.12
17 H 7.22 -8.66 23.28  0.12
18 H 7.48 -8.48 24.98  0.13
19 H 5.41 -7.06 23.61  0.05
20 H 4.68 -10.20 22.80  0.10
21 C 0.35 -6.56 18.54  -0.02
22 C -0.07 -6.00 19.96  -0.45
23 C -1.52 -5.58 19.86  -0.15
24 C -2.13 -5.24 21.24  -0.18
25 C -2.09 -6.52 22.04  -0.15
26 C -0.71 -7.17 22.26  -0.41
27 N 0.12 -7.12 20.94  -0.10
28 O 1.41 -7.61 21.04  -0.04
29 C -0.03 -6.36 23.37  -0.03
30 C -0.83 -8.69 22.68  -0.03
31 C 0.80 -4.75 20.40  -0.02
32 H 0.16 -5.91 17.69  0.07
33 H -0.04 -7.54 18.28  0.09
34 H 1.43 -6.62 18.62  0.06
35 H -1.56 -4.77 19.12  0.12
36 H -2.05 -6.44 19.45  0.12
37 H -3.14 -4.84 21.20  0.12
38 H -1.51 -4.45 21.66  0.09
39 H -2.89 -7.11 21.62  0.12
40 H -2.46 -6.10 22.98  0.11
41 H -0.71 -6.15 24.20  0.09
42 H 0.84 -6.92 23.71  0.09
43 H 0.27 -5.37 23.03  0.06
44 H -1.42 -9.27 21.97  0.08
45 H 0.08 -9.28 22.60  0.06
46 H -1.07 -8.97 23.70  0.08
47 H 0.76 -4.05 19.57  0.07
48 H 1.87 -4.84 20.58  0.06
49 H 0.40 -4.11 21.19  0.05
50 H 1.40 -8.57 20.98  0.11
51 C 12.67 -3.63 23.60  -0.02
52 C 11.42 -3.22 24.45  -0.52
53 C 11.29 -1.69 24.40  -0.14
54 C 10.77 -1.09 23.05  -0.15
55 C 9.43 -1.82 22.68  -0.11
56 C 9.56 -3.39 22.62  -0.48
57 N 10.22 -3.83 23.86  -0.08
58 O 10.26 -5.26 23.98  -0.03
59 C 8.17 -4.03 22.49  -0.05
60 C 10.23 -3.77 21.27  -0.04
61 C 11.59 -3.60 25.91  -0.04
62 H 12.55 -3.21 22.60  0.06
63 H 12.59 -4.70 23.41  0.08
64 H 13.61 -3.32 24.06  0.08
65 H 10.75 -1.33 25.27  0.11
66 H 12.27 -1.21 24.37  0.11
67 H 11.61 -1.18 22.36  0.10
68 H 10.49 -0.05 23.22  0.10
69 H 9.16 -1.46 21.69  0.11
70 H 8.61 -1.56 23.35  0.11
71 H 8.21 -5.12 22.57  0.07
72 H 7.57 -3.90 23.39  0.07
73 H 7.55 -3.76 21.64  0.08
74 H 9.50 -3.77 20.46  0.08
75 H 11.11 -3.19 20.96  0.07
76 H 10.54 -4.79 21.48  0.08
77 H 12.47 -3.18 26.39  0.09
78 H 11.63 -4.69 25.93  0.07
79 H 10.70 -3.41 26.52  0.08
80 H 9.65 -5.40 24.70  0.10
81 C 3.54 -3.93 23.48  -0.05
82 C 3.52 -2.43 23.32  -0.47
83 C 2.01 -2.07 23.54  -0.14
84 C 1.77 -0.60 23.69  -0.17
85 C 2.51 -0.10 24.95  -0.15
86 C 4.02 -0.44 24.87  -0.45
87 N 4.27 -1.84 24.46  -0.13
88 O 5.61 -2.06 24.41  -0.01
89 C 4.65 0.60 23.90  -0.05
90 C 4.59 -0.10 26.35  -0.03
91 C 3.99 -2.03 21.92  -0.01
92 H 4.53 -4.28 23.19  0.08
93 H 2.78 -4.55 23.00  0.06
94 H 3.36 -4.22 24.52  0.09
95 H 1.38 -2.26 22.67  0.11
96 H 1.59 -2.72 24.31  0.12
97 H 0.71 -0.43 23.93  0.11
98 H 2.08 -0.03 22.81  0.11
99 H 2.20 -0.58 25.88  0.11
100 H 2.48 0.93 25.29  0.11
101 H 5.66 0.34 23.56  0.08
102 H 4.12 0.79 22.97  0.06
103 H 4.70 1.59 24.35  0.08
104 H 4.15 -0.76 27.10  0.07
105 H 5.66 -0.29 26.37  0.06
106 H 4.53 0.95 26.64  0.08
107 H 4.97 -2.25 21.49  0.08
108 H 4.10 -0.95 21.85  0.06
109 H 3.27 -2.36 21.18  0.08
110 H 5.76 -2.47 25.27  0.11
111 C 2.76 -4.75 13.20  -0.03
112 C 3.13 -4.63 14.73  -0.46
113 C 4.05 -5.88 15.02  -0.11
114 C 4.75 -5.71 16.40  -0.20
115 C 5.53 -4.48 16.40  -0.16
116 C 4.71 -3.13 16.21  -0.51
117 N 3.86 -3.36 15.01  -0.09
118 O 3.04 -2.24 14.65  -0.01
119 C 3.92 -2.83 17.50  -0.03
120 C 5.74 -2.08 16.00  -0.04
121 C 1.88 -4.80 15.58  -0.05
122 H 2.76 -5.80 12.90  0.07
123 H 3.49 -4.35 12.51  0.08
124 H 1.77 -4.38 12.92  0.07
125 H 3.43 -6.76 15.20  0.11
126 H 4.76 -6.12 14.22  0.12
127 H 5.42 -6.55 16.54  0.12
128 H 4.11 -5.82 17.28  0.09
129 H 6.39 -4.47 15.73  0.12
130 H 5.95 -4.35 17.40  0.11
131 H 3.44 -1.87 17.30  0.08
132 H 3.16 -3.54 17.81  0.07
133 H 4.63 -2.69 18.32  0.08
134 H 5.26 -1.16 15.65  0.09
135 H 6.29 -1.93 16.93  0.09
136 H 6.37 -2.49 15.21  0.09
137 H 1.35 -5.70 15.27  0.09
138 H 1.23 -3.94 15.75  0.09
139 H 2.11 -5.13 16.59  0.04
140 H 2.46 -2.18 15.41  0.07